The molecule C7H10N2S in a non-equilibrium geometry. Source: the OMol25 dataset; level of theory: wB97M-V/def2-TZVPD.

Relative energy (zero: lowest compared OMol25 entry of this formula, charge and spin)   3.138 eV
2S+1   1
E_HOMO   -7.444 eV

Element x y z (Å)
S  0.50  1.80  -0.12
N  -0.25  2.85  2.32
N  -0.84  1.04  3.44
C  -0.09  1.77  1.50
C  -0.45  0.65  2.19
C  1.60  -0.34  -1.39
C  -0.70  2.38  3.46
C  0.26  -0.06  -0.71
C  -0.88  0.01  -1.71
C  0.00  -1.00  0.37
H  -1.15  0.42  4.17
H  -0.97  -1.44  0.48
H  0.82  -1.45  0.90
H  -1.01  -0.96  -2.19
H  1.79  0.42  -2.15
H  1.58  -1.32  -1.87
H  -1.81  0.29  -1.22
H  -0.92  2.99  4.31
H  2.41  -0.32  -0.67
H  -0.66  0.75  -2.48

A cluster of 2 separate species, C4H12N3 in total in a non-equilibrium geometry. Source: the OMol25 dataset; level of theory: wB97M-V/def2-TZVPD.

Relative energy (zero: lowest compared OMol25 entry of this formula, charge and spin)   3.955 eV
2S+1   1
Charge   +1
E_HOMO   -12.390 eV

Element x y z (Å)
N  -1.30  0.27  0.62
N  2.53  0.36  -0.94
N  3.67  -0.21  0.96
C  2.54  0.10  0.36
C  -2.04  -0.49  -0.28
C  -0.08  -0.04  1.07
C  -3.27  0.21  -0.88
H  4.57  -0.64  0.64
H  -3.04  1.31  -0.93
H  -4.22  0.34  -0.29
H  0.39  -0.96  0.86
H  0.35  0.48  2.00
H  3.38  0.36  -1.56
H  -2.29  -1.49  0.07
H  -3.49  -0.22  -1.93
H  3.60  -0.46  1.89
H  1.60  0.60  -1.38
H  -1.48  1.24  0.82
H  -1.41  -0.76  -1.12

Number 1: Kohn-Sham gap 6.6 eV. Number 2: Kohn-Sham gap 7.8 eV.